1.
Formula: C25H23O7S2
Source: the OMol25 dataset
Level of theory: wB97M-V/def2-TZVPD

## Properties
- DFT total energy (hartree) = -2289.4593
- LUMO level (eV) = 1.93
- Kohn-Sham gap (eV) = 4.344
- total charge = -1

Geometry as XYZ:
```
57
Properties=species:S:1:pos:R:3:lowdin_charge:R:1
C 4.789 0.669 3.397 -0.0909
C 3.572 1.488 3.043 -0.2451
O 2.423 0.649 3.334 -0.0603
C 1.203 1.254 3.167 -0.5353
C 0.125 0.287 3.259 -0.0675
C -1.204 0.619 3.522 -0.2657
C -1.676 1.974 3.464 -0.0555
C -3.030 2.268 3.449 -0.1389
C -3.977 1.242 3.556 -0.1747
C -3.554 -0.075 3.797 -0.1531
C -2.201 -0.381 3.815 -0.0823
O 1.107 2.468 2.982 -0.0040
H 5.668 1.096 2.918 0.0642
H 4.959 0.685 4.477 0.0674
H 4.678 -0.372 3.087 0.0748
H 3.537 2.409 3.643 0.1169
H 3.578 1.741 1.970 0.0953
H 0.434 -0.751 3.244 0.0807
H -0.923 2.753 3.384 0.0818
H -3.349 3.309 3.369 0.0851
H -5.037 1.475 3.507 0.0656
H -4.295 -0.856 3.984 0.0823
H -1.859 -1.394 4.039 0.0888
C -4.399 -4.691 -2.035 -0.0639
O -4.485 -3.249 -1.947 -0.0972
C -3.475 -2.505 -1.426 -0.2603
C -2.170 -3.002 -1.191 -0.0016
C -1.157 -2.113 -0.871 -0.0352
C -1.404 -0.735 -0.677 -0.2157
C -0.299 0.198 -0.461 0.0010
C 0.816 0.230 -1.246 -0.2930
S 2.090 1.499 -1.172 0.7174
O 1.465 2.785 -0.969 -0.2780
O 3.185 1.044 -0.338 -0.2867
C 2.663 1.395 -2.893 -0.2396
C 2.143 0.353 -3.636 -0.2450
C 2.516 0.150 -4.964 -0.0401
C 3.424 1.038 -5.540 -0.0659
C 3.950 2.101 -4.792 -0.0646
C 3.581 2.282 -3.458 -0.0348
S 0.923 -0.690 -2.791 0.7132
O 1.541 -1.981 -2.567 -0.3015
O -0.327 -0.565 -3.507 -0.2812
C -2.751 -0.297 -0.742 -0.0015
C -3.754 -1.133 -1.187 0.0064
H -5.418 -4.990 -2.282 0.0856
H -3.724 -4.998 -2.842 0.0898
H -4.089 -5.156 -1.090 0.0928
H -1.945 -4.062 -1.335 0.1081
H -0.156 -2.500 -0.699 0.1175
H -0.413 0.983 0.285 0.1359
H 2.094 -0.689 -5.512 0.1239
H 3.718 0.899 -6.580 0.1062
H 4.652 2.800 -5.248 0.1072
H 3.983 3.090 -2.849 0.1259
H -2.984 0.734 -0.470 0.1275
H -4.766 -0.779 -1.376 0.1179
```

2.
Formula: C25H24CeClNOP
Source: the OMol25 dataset
Level of theory: wB97M-V/def2-TZVPD

## Properties
- DFT total energy (hartree) = -2372.6204
- LUMO level (alpha / beta) (eV) = -13.03 / -13.05
- Kohn-Sham gap (alpha / beta) (eV) = 4.408 / 4.389
- total charge = +3

Geometry as XYZ:
```
54
Properties=species:S:1:pos:R:3:lowdin_charge:R:1
Ce -1.013 -1.003 0.291 0.9202
Cl 0.663 -2.945 0.223 0.2105
C -0.130 1.321 -0.153 -0.1435
O 0.556 2.273 -0.038 0.1822
P 0.073 0.162 -2.352 1.0876
C -1.466 -0.231 -3.233 -0.3501
C 0.492 1.738 -3.122 -0.3741
C 1.292 -0.959 -3.064 -0.3769
C 1.687 1.925 -3.833 -0.0337
C 2.026 3.194 -4.315 -0.0150
C 1.173 4.279 -4.103 -0.0022
C -0.046 4.083 -3.438 -0.0210
C -0.391 2.818 -2.955 -0.1027
H 2.365 1.090 -3.993 0.1141
H 2.966 3.326 -4.852 0.1323
H 1.457 5.278 -4.446 0.1365
H -0.736 4.914 -3.285 0.1295
H -1.335 2.672 -2.429 0.1176
C -2.370 -1.150 -2.676 -0.1267
C -3.582 -1.378 -3.338 -0.0271
C -3.839 -0.801 -4.587 0.0039
C -2.879 0.024 -5.185 0.0047
C -1.700 0.323 -4.504 -0.0511
H -2.098 -1.771 -1.784 0.0104
H -4.306 -2.033 -2.851 0.1287
H -4.781 -1.013 -5.095 0.1384
H -3.057 0.434 -6.176 0.1368
H -0.962 0.982 -4.971 0.1306
C 1.084 -1.642 -4.273 -0.0396
C 2.049 -2.546 -4.719 -0.0196
C 3.225 -2.748 -3.991 -0.0032
C 3.443 -2.019 -2.812 -0.0328
C 2.495 -1.109 -2.353 -0.1153
H 0.183 -1.476 -4.865 0.1147
H 1.890 -3.096 -5.643 0.1304
H 3.973 -3.468 -4.331 0.1352
H 4.355 -2.146 -2.230 0.1278
H 2.646 -0.524 -1.434 0.1153
H -2.782 -3.139 -0.016 0.1146
H -2.065 -3.392 -0.186 0.0606
C -0.062 -0.324 6.754 0.0041
C -0.052 -0.283 5.261 -0.1984
C 1.050 0.199 4.533 0.0583
C 1.003 0.170 3.141 -0.0386
N -0.128 -0.201 2.459 -0.1223
C -1.189 -0.637 3.177 -0.1563
C -1.193 -0.661 4.565 0.0393
H 0.708 -0.995 7.160 0.1190
H 0.104 0.686 7.149 0.1172
H -1.043 -0.676 7.088 0.0966
H 1.946 0.621 5.001 0.1530
H 1.875 0.418 2.528 0.1403
H -2.082 -0.980 2.629 0.0946
H -2.099 -0.938 5.099 0.1451
```